{
  "formula": "C32H59N4OP2PtS",
  "method": "wB97M-V/def2-TZVPD",
  "elements": ["C", "C", "C", "C", "C", "H", "H", "H", "N", "P", "P", "C", "H", "H", "C", "H", "C", "C", "C", "C", "C", "H", "H", "H", "C", "H", "H", "H", "C", "H", "H", "H", "C", "H", "H", "H", "C", "H", "H", "H", "C", "H", "H", "H", "C", "H", "H", "H", "C", "H", "H", "H", "C", "H", "H", "H", "C", "H", "H", "H", "C", "H", "H", "H", "C", "H", "H", "H", "Pt", "C", "O", "N", "C", "C", "C", "C", "C", "H", "H", "H", "H", "H", "H", "H", "H", "H", "C", "N", "C", "S", "N", "C", "H", "H", "H", "H", "H", "H", "H", "H"],
  "xyz": [[2.982, -0.290, 0.840], [2.051, 1.798, 1.434], [4.243, 0.107, 1.286], [3.269, 2.151, 2.077], [4.366, 1.316, 1.976], [5.088, -0.556, 1.117], [3.293, 3.106, 2.597], [5.321, 1.597, 2.418], [1.920, 0.513, 0.951], [1.063, -2.258, 0.335], [-0.344, 2.347, 0.114], [2.792, -1.631, 0.159], [2.994, -1.503, -0.913], [3.523, -2.359, 0.528], [1.009, 2.704, 1.177], [1.081, 3.682, 1.649], [0.261, 3.338, -1.419], [-1.848, 3.287, 0.848], [0.853, -3.522, -1.085], [1.228, -3.101, 2.029], [-0.547, 2.866, -2.632], [-1.626, 2.998, -2.495], [-0.244, 3.456, -3.512], [-0.352, 1.808, -2.839], [0.127, 4.856, -1.234], [-0.907, 5.202, -1.151], [0.706, 5.209, -0.372], [0.553, 5.340, -2.126], [1.752, 3.063, -1.649], [2.094, 3.636, -2.524], [2.355, 3.378, -0.791], [1.940, 2.005, -1.837], [-2.871, 3.510, -0.280], [-3.064, 2.576, -0.827], [-3.820, 3.843, 0.168], [-2.561, 4.283, -0.991], [-2.520, 2.434, 1.930], [-2.927, 1.500, 1.519], [-1.848, 2.216, 2.767], [-3.372, 3.005, 2.333], [-1.472, 4.609, 1.531], [-1.038, 5.354, 0.862], [-2.400, 5.043, 1.935], [-0.788, 4.447, 2.372], [-0.152, -3.656, 2.418], [-0.045, -4.229, 3.351], [-0.877, -2.854, 2.605], [-0.567, -4.333, 1.660], [1.673, -2.085, 3.097], [2.715, -1.775, 2.959], [1.040, -1.194, 3.120], [1.598, -2.570, 4.081], [2.272, -4.231, 2.054], [2.512, -4.444, 3.106], [1.899, -5.165, 1.629], [3.213, -3.966, 1.560], [1.921, -3.314, -2.167], [2.937, -3.511, -1.803], [1.735, -4.017, -2.993], [1.883, -2.306, -2.587], [-0.526, -3.301, -1.721], [-0.610, -2.300, -2.158], [-0.673, -4.043, -2.519], [-1.337, -3.429, -0.994], [0.955, -4.988, -0.644], [1.972, -5.253, -0.333], [0.241, -5.255, 0.141], [0.723, -5.621, -1.514], [-0.062, -0.103, 0.325], [-0.836, -0.246, 2.004], [-1.405, -0.353, 3.018], [0.932, -0.213, -2.022], [1.314, 0.128, -3.073], [1.742, 0.200, -4.512], [2.594, 1.449, -4.727], [2.564, -1.035, -4.885], [0.506, 0.238, -5.410], [2.017, 2.362, -4.530], [3.473, 1.431, -4.069], [2.944, 1.484, -5.766], [1.945, -1.941, -4.846], [2.922, -0.912, -5.916], [3.432, -1.156, -4.226], [0.832, 0.295, -6.456], [-0.082, -0.680, -5.281], [-0.130, 1.104, -5.190], [-5.810, -0.040, 0.949], [-4.508, 0.242, 0.341], [-3.478, -0.621, 0.241], [-2.217, -0.250, -0.916], [-3.412, -1.744, 0.967], [-4.068, -1.982, 2.253], [-6.156, -1.052, 0.708], [-6.526, 0.680, 0.544], [-5.764, 0.100, 2.036], [-4.489, 0.972, -0.377], [-2.654, -2.374, 0.701], [-3.504, -2.756, 2.783], [-4.083, -1.076, 2.875], [-5.089, -2.350, 2.098]],
  "spin_multiplicity": 3,
  "e_above_lowest_kj_mol": 0.0,
  "charge": 1,
  "orbital_gap_ev": [6.482, 5.738]
}